Model i:
Below is an isolated molecule of CH5NOP2, with properties calculated with ωB97M-V/def2-TZVPD.

The geometry in XYZ format:
```
10
Properties=species:S:1:pos:R:3
P 1.358 1.466 -1.087
P 1.030 -0.380 -0.512
O -0.781 -0.466 -0.638
N -1.178 -0.541 1.609
C -1.547 -0.659 0.399
H 1.141 -0.279 0.874
H -1.831 -0.665 2.306
H -2.530 -1.031 0.045
H 2.710 1.378 -0.645
H 1.628 1.177 -2.351
```

Properties
SMILES string: [H]/N=C/O[PH]#[PH2]
Charge: 0
Spin multiplicity: 1
E_LUMO in eV: 1.014
HOMO energy in eV: -8.72


Model ii:
Below is a structure of composition CH5NOP2, with properties calculated with ωB97M-V/def2-TZVPD.

The geometry in XYZ format:
```
10
Properties=species:S:1:pos:R:3
P 1.139 1.524 -0.301
P -1.703 0.226 0.537
O 1.818 -0.911 0.809
N -0.486 -0.100 -0.607
C 1.609 -0.301 -0.183
H 1.674 -0.751 -1.341
H -0.817 0.148 -1.499
H 0.975 1.568 1.065
H -1.336 -0.794 1.433
H -2.872 -0.608 0.086
```

Properties
Charge: 0
Spin multiplicity: 1
E_LUMO in eV: -1.257
HOMO energy in eV: -8.59


Relative stability in eV, measured from the most stable structure: model i 0.000; model ii 2.060


Model i:
Below is a cluster of 4 separate species, C3H11NO4 in total, with properties calculated with ωB97M-V/def2-TZVPD.

The geometry in XYZ format:
```
19
Properties=species:S:1:pos:R:3
O 1.123 2.142 -1.007
O -1.464 -0.883 -1.426
O 1.961 -1.719 0.390
O 2.980 0.689 0.074
N -1.763 1.062 -0.322
C 0.634 -1.390 0.244
C -1.909 -0.336 -0.420
C -2.667 -0.867 0.638
H 2.473 -0.851 0.346
H -1.617 1.351 0.615
H 1.774 1.648 -0.357
H 0.163 -2.063 -0.477
H -3.320 -0.265 1.245
H -2.870 -1.933 0.659
H 0.538 -0.431 -0.283
H 1.659 2.923 -1.293
H 0.181 -1.422 1.251
H -1.013 1.442 -0.886
H 3.137 0.902 1.010
```

Properties
Charge: 0
Spin multiplicity: 1
E_LUMO in eV: -5.399
HOMO energy in eV: -8.49


Model ii:
Below is a structure of composition C3H11NO4, with properties calculated with ωB97M-V/def2-TZVPD.

The geometry in XYZ format:
```
19
Properties=species:S:1:pos:R:3
O 0.285 -0.085 -1.456
O 1.596 2.576 -0.265
O -0.321 2.614 -1.699
O -1.992 -1.301 1.172
N -0.214 -2.451 0.084
C 1.001 -0.360 -0.303
C 0.803 -1.504 0.381
C -1.311 -2.435 1.103
H -1.909 -3.322 0.808
H 0.645 2.770 -1.068
H -0.621 -2.230 -0.875
H 1.288 -1.706 1.366
H -0.792 -2.704 2.051
H -0.561 3.456 -2.176
H 0.086 0.921 -1.490
H 2.175 3.350 -0.091
H -1.119 1.074 0.911
H -0.677 0.866 1.512
H 1.636 0.473 0.035
```

Properties
Charge: 0
Spin multiplicity: 1
E_LUMO in eV: -4.964
HOMO energy in eV: -8.50


Relative stability in eV, measured from the most stable structure: model i 0.000; model ii 1.603


Model i:
Below is a cluster of 3 separate species, C3H11NO4 in total, with properties calculated with ωB97M-V/def2-TZVPD.

The geometry in XYZ format:
```
19
Properties=species:S:1:pos:R:3
O 2.278 -0.769 -1.248
O -0.386 2.612 0.477
O 1.803 1.298 -0.515
O 0.497 -2.008 1.869
N -0.628 -0.045 0.119
C -1.965 -0.554 0.373
C 1.435 0.243 -0.942
C -0.001 -0.413 -1.158
H -0.630 3.484 0.189
H 0.523 2.483 0.157
H -2.035 -1.638 0.244
H -2.735 0.012 -0.180
H -0.490 -0.074 -2.089
H 0.221 -1.503 -1.134
H 0.389 -1.053 1.775
H -2.173 -0.311 1.447
H 1.314 -2.290 1.453
H -0.632 0.966 0.266
H 3.218 -0.442 -1.102
```

Properties
SMILES string: CNCC(=O)O.O.O
Charge: 0
Spin multiplicity: 1
E_LUMO in eV: 0.498
HOMO energy in eV: -8.77


Model ii:
Below is a cluster of 3 separate species, C3H11NO4 in total, with properties calculated with ωB97M-V/def2-TZVPD.

The geometry in XYZ format:
```
19
Properties=species:S:1:pos:R:3
O -1.012 -0.409 2.819
O -2.174 0.566 -0.644
O -0.633 -1.284 -2.963
O 1.728 0.560 -2.059
N 1.234 0.586 0.145
C 0.886 -0.176 1.329
C 1.631 -0.023 -0.982
C -0.044 0.539 2.277
H 0.429 -1.100 0.977
H 1.788 -1.065 -1.023
H 0.074 -0.635 -2.828
H -1.882 -0.239 -1.089
H -0.703 1.307 1.860
H 1.432 1.568 0.246
H -1.681 -0.547 2.137
H -0.761 -1.231 -3.920
H -2.493 1.154 -1.335
H 0.418 0.926 3.185
H 1.762 -0.498 1.869
```

Properties
SMILES string: O=CNCCO.O.O
Charge: 0
Spin multiplicity: 1
E_LUMO in eV: 0.692
HOMO energy in eV: -9.92


Relative stability in eV, measured from the most stable structure: model i 0.000; model ii 0.131


Model i:
Below is an isolated molecule of C6H15NO2, with properties calculated with ωB97M-V/def2-TZVPD.

The geometry in XYZ format:
```
24
Properties=species:S:1:pos:R:3
O 0.649 -2.773 -0.963
O -1.092 -0.678 -0.860
N 1.660 -0.069 -1.183
C 1.007 0.103 0.060
C -0.696 2.412 -0.684
C -1.020 -0.370 1.566
C 0.348 -2.348 0.351
C -0.258 -0.621 0.284
C 0.428 1.887 0.185
H 0.252 2.110 1.241
H -0.342 -0.290 2.419
H 1.011 -0.230 -1.948
H -1.622 0.133 -0.894
H -1.605 0.551 1.507
H 1.697 0.016 0.899
H -1.728 -1.184 1.752
H -0.724 3.510 -0.698
H -1.680 2.109 -0.305
H -0.117 -2.501 -1.500
H -0.595 2.086 -1.724
H 1.361 2.395 -0.077
H 1.226 -2.479 0.984
H 2.329 -0.836 -1.161
H -0.488 -2.933 0.747
```

Properties
SMILES string: CC[C@H](N)[C@@](C)(O)CO
Charge: 0
Spin multiplicity: 1
E_LUMO in eV: 0.793
HOMO energy in eV: -8.03


Model ii:
Below is a cluster of 2 separate species, C6H15NO2 in total, with properties calculated with ωB97M-V/def2-TZVPD.

The geometry in XYZ format:
```
24
Properties=species:S:1:pos:R:3
O 2.721 -0.250 -0.542
O 4.435 -7.204 1.023
N 2.918 -2.301 0.393
C 0.000 0.000 0.000
C 0.729 -1.240 0.495
C 4.264 -2.467 -0.185
C 2.187 -1.227 0.024
C 2.597 -3.133 1.489
C 4.316 -3.240 -1.506
H 4.861 -3.120 0.481
H 0.753 -1.362 1.595
H 0.160 -2.092 0.075
H 2.718 -2.531 2.405
H 4.791 -1.497 -0.266
H 3.249 -4.019 1.562
H -1.019 -0.397 -0.140
H -0.014 0.715 0.840
H 3.667 -2.689 -2.206
H 3.486 -7.370 0.821
H 4.728 -8.007 1.511
H 1.549 -3.472 1.428
H 3.845 -4.211 -1.279
H 5.286 -3.426 -1.997
H 0.297 0.538 -0.916
```

Properties
SMILES string: CCC(=O)N(C)CC.O
Charge: 0
Spin multiplicity: 1
E_LUMO in eV: 0.531
HOMO energy in eV: -8.97


Model iii:
Below is a cluster of 3 separate species, C6H15NO2 in total, with properties calculated with ωB97M-V/def2-TZVPD.

The geometry in XYZ format:
```
24
Properties=species:S:1:pos:R:3
O 1.791 -0.621 -0.397
O -0.006 -1.270 1.217
N 0.324 -1.334 2.599
C 1.108 -0.268 -1.392
C -0.797 0.825 0.809
C -2.250 0.483 0.882
C 0.140 -1.250 -2.002
C 1.694 0.749 -2.328
C -0.167 1.656 1.643
H 0.947 -1.063 0.621
H -0.293 0.611 -0.189
H 0.909 1.290 -2.853
H 0.712 -2.031 -2.510
H -2.413 -0.535 0.531
H -0.662 2.059 2.515
H 2.310 0.249 -3.077
H -0.506 -0.771 -2.733
H -2.617 0.530 1.909
H -2.849 1.165 0.275
H 2.327 1.453 -1.788
H -0.501 -1.749 3.042
H -0.448 -1.717 -1.216
H 0.374 -0.369 2.927
H 0.875 1.905 1.515
```

Properties
SMILES string: CC(C)=O.C=CC.NO
Charge: 0
Spin multiplicity: 1
E_LUMO in eV: -0.096
HOMO energy in eV: -7.97


Relative stability in eV, measured from the most stable structure: model i 1.434; model ii 0.000; model iii 3.441


Model i:
Below is a cluster of 3 separate species, C6H15NO2 in total, with properties calculated with ωB97M-V/def2-TZVPD.

The geometry in XYZ format:
```
24
Properties=species:S:1:pos:R:3
O -0.406 -2.154 1.113
O 0.095 -2.231 -1.148
N -2.073 -1.974 -0.436
C -0.127 0.572 -0.953
C -0.697 -1.642 -0.159
C 0.359 0.466 0.331
C -0.414 1.006 1.493
C 1.769 0.056 0.598
C 0.766 2.543 -0.986
H 0.169 1.750 2.036
H -0.603 0.175 2.178
H -1.154 0.862 -1.117
H -2.697 -1.565 0.250
H 1.804 -0.882 1.155
H 2.293 0.777 1.229
H -0.146 -3.173 -1.239
H 1.853 2.518 -1.013
H -1.364 1.444 1.191
H -2.346 -1.662 -1.360
H 0.437 0.158 -1.776
H 0.408 2.820 -1.976
H 0.470 3.303 -0.268
H 2.339 -0.096 -0.315
H -0.735 -3.072 1.173
```

Properties
Charge: 0
Spin multiplicity: 1
E_LUMO (spin up / spin down) in eV: 0.446 / 0.645
HOMO energy (spin up / spin down) in eV: -6.31 / -6.62


Model ii:
Below is a cluster of 3 separate species, C6H15NO2 in total, with properties calculated with ωB97M-V/def2-TZVPD.

The geometry in XYZ format:
```
24
Properties=species:S:1:pos:R:3
O 1.824 2.312 -0.699
O 1.244 -0.623 -0.730
N 0.384 3.223 0.931
C 1.115 2.097 0.504
C -1.123 -2.535 -1.365
C -0.555 0.737 -0.135
C -1.743 -1.335 -0.700
C 0.269 -0.311 0.165
C 0.378 -0.929 1.519
H -0.501 -3.110 -0.670
H 1.345 -0.690 1.969
H 0.966 3.992 1.260
H -0.580 1.122 -1.144
H 2.090 1.449 -1.043
H 1.760 1.719 1.303
H -2.271 -1.543 0.229
H 1.732 -1.401 -0.437
H 0.293 -2.016 1.436
H -1.296 1.043 0.583
H -0.215 3.575 0.192
H -2.353 -0.728 -1.366
H -0.411 -0.570 2.174
H -0.487 -2.240 -2.206
H -1.865 -3.239 -1.772
```

Properties
Charge: 0
Spin multiplicity: 1
E_LUMO (spin up / spin down) in eV: 0.604 / 0.592
HOMO energy (spin up / spin down) in eV: -5.93 / -6.22


Relative stability in eV, measured from the most stable structure: model i 0.000; model ii 0.222


Model i:
Below is a cluster of 4 separate species, C4H14NO3 in total, with properties calculated with ωB97M-V/def2-TZVPD.

The geometry in XYZ format:
```
22
Properties=species:S:1:pos:R:3
O -2.833 -1.352 -0.273
O 0.515 -1.702 -1.626
O 2.759 0.324 -1.024
N 0.004 -0.774 0.986
C 1.119 -1.228 1.872
C -0.120 0.522 0.658
C -1.015 1.141 -0.261
C -0.898 2.606 -0.429
H 0.606 1.165 1.120
H -1.353 3.071 0.408
H 0.360 -2.614 -1.671
H 0.696 -2.011 2.539
H 2.030 -1.563 1.293
H 1.528 -0.464 2.457
H -1.828 0.680 -0.749
H 2.089 -0.276 -1.565
H -1.471 3.095 -1.188
H 0.156 2.930 -0.688
H 0.078 -1.396 -0.778
H -3.678 -1.319 0.137
H -2.205 -1.465 0.432
H 3.462 0.629 -1.649
```

Properties
Charge: +1
Spin multiplicity: 1
E_LUMO in eV: -7.861
HOMO energy in eV: -14.45


Model ii:
Below is a cluster of 3 separate species, C4H14NO3 in total, with properties calculated with ωB97M-V/def2-TZVPD.

The geometry in XYZ format:
```
22
Properties=species:S:1:pos:R:3
O -0.436 -1.301 -1.994
O -0.113 2.519 1.693
O -1.827 -0.961 -4.135
N 0.290 0.055 0.348
C 1.430 0.974 0.641
C 0.300 -1.356 1.054
C 0.134 -1.078 2.569
C 1.031 2.268 1.305
H 1.896 1.180 -0.325
H -2.262 -1.638 -4.737
H 1.785 3.136 1.284
H -1.379 -1.775 -1.888
H -0.632 -0.381 2.766
H 1.059 -0.829 3.037
H -2.450 -0.277 -3.812
H -0.232 -1.709 -2.850
H -0.285 -1.933 3.125
H 0.114 -0.052 -0.656
H -0.697 -1.937 0.800
H 1.199 -1.923 1.048
H 2.131 0.346 1.283
H -0.648 0.517 0.568
```

Properties
Charge: +1
Spin multiplicity: 1
E_LUMO in eV: -3.177
HOMO energy in eV: -14.55


Relative stability in eV, measured from the most stable structure: model i 2.500; model ii 0.000